{
  "formula": "C5H9NO",
  "method": "wB97M-V/def2-TZVPD",
  "species": ["C", "H", "C", "H", "H", "H", "O", "H", "C", "H", "H", "H", "N", "C", "H", "C"],
  "xyz": [[-1.0734, -1.3263, -1.5139], [1.8568, -0.8428, -0.5834], [0.9973, 0.3523, 1.0771], [-1.0069, -2.2514, -0.9424], [0.0833, 0.4918, -1.9737], [1.9870, 0.4955, 1.5115], [-1.4880, -0.2005, -0.7491], [-0.9507, 1.2702, 0.9018], [-0.1396, -0.2428, -1.1979], [0.3983, 2.4201, 0.9637], [-0.4555, -1.0656, 1.1819], [-0.1208, 1.5855, 2.4380], [0.5636, -1.0476, 1.1216], [0.9270, -0.4572, -0.1624], [-1.5093, -1.4107, -2.5079], [0.0219, 1.4698, 1.3582]],
  "forces_ev_per_angstrom": [[-0.022, -0.240, -0.161], [-0.154, 0.079, 0.039], [0.101, 0.214, 0.027], [0.042, 0.094, -0.129], [0.018, -0.151, 0.100], [-0.150, -0.026, -0.084], [-0.147, 0.062, 0.095], [0.142, 0.061, 0.098], [0.206, 0.027, -0.008], [-0.030, -0.122, 0.067], [0.098, 0.020, 0.020], [0.032, 0.001, -0.132], [-0.192, -0.120, 0.095], [0.057, 0.039, -0.182], [0.042, 0.065, 0.152], [-0.043, -0.001, 0.002]],
  "lowdin_charge": [-0.10, 0.14, -0.31, 0.12, 0.15, 0.13, -0.07, 0.07, -0.26, 0.08, 0.09, 0.08, 0.07, -0.25, 0.11, -0.05],
  "e_homo_ev": -9.3,
  "e_above_lowest_kj_mol": 279.1,
  "max_force_ha_per_bohr": 0.0056,
  "homo_lumo_gap_ev": 10.45
}

{
  "formula": "C5H9NO",
  "method": "wB97M-V/def2-TZVPD",
  "species": ["C", "C", "C", "C", "H", "H", "H", "H", "H", "H", "C", "H", "H", "H", "O", "N"],
  "xyz": [[1.3664, 0.9421, -0.4496], [-0.7399, 0.0554, 0.6824], [-0.1720, 0.8690, -0.4626], [-0.7506, 2.2234, -0.3968], [-1.9364, -1.2606, -0.4619], [1.7303, 1.3751, 0.4881], [-0.4961, 0.4151, -1.4078], [-0.3864, 0.3256, 1.6769], [1.7211, 1.5767, -1.2667], [-1.9633, -1.5267, 1.3724], [-1.6022, -0.9490, 0.5258], [1.3556, -2.8950, 0.6079], [0.3274, -1.8613, 0.1578], [1.7899, -0.0610, -0.5691], [0.9597, -2.5129, -0.1855], [-1.2035, 3.2843, -0.3114]],
  "forces_ev_per_angstrom": [[0.082, 0.014, 0.015], [-0.177, -0.299, 0.007], [-0.026, -0.033, -0.057], [-0.365, 0.907, 0.053], [-0.020, 0.107, 0.133], [-0.100, -0.086, -0.108], [-0.007, 0.113, 0.136], [-0.095, 0.033, -0.106], [-0.068, -0.110, 0.100], [0.023, 0.156, -0.105], [0.255, 0.199, 0.022], [-0.023, 0.003, -0.193], [0.136, -0.253, -0.080], [-0.123, 0.190, 0.037], [0.067, 0.040, 0.243], [0.441, -0.981, -0.098]],
  "lowdin_charge": [-0.05, -0.17, -0.36, -0.20, 0.08, 0.09, 0.15, 0.12, 0.09, 0.07, 0.01, 0.04, -0.03, 0.07, -0.07, 0.15],
  "e_homo_ev": -10.8,
  "e_above_lowest_kj_mol": 158.5,
  "max_force_ha_per_bohr": 0.0210,
  "homo_lumo_gap_ev": 11.58
}

{
  "formula": "C5H9NO",
  "method": "wB97M-V/def2-TZVPD",
  "species": ["O", "H", "C", "H", "C", "H", "H", "C", "C", "H", "H", "H", "H", "C", "N", "H"],
  "xyz": [[-2.4786, -0.9300, 0.5587], [-1.1245, 1.3379, 0.9072], [-0.8423, 0.8853, -0.0540], [-2.6383, -0.2811, 1.2545], [0.1125, -0.9677, 0.5532], [2.2543, -0.2393, -1.3020], [2.4065, 0.6179, 0.8885], [0.5861, 0.3808, 0.0155], [1.6191, 0.5968, -1.0136], [0.6197, -1.8669, 0.1875], [-1.2972, -1.0250, -1.0655], [1.4481, 1.3323, -1.7982], [-1.1390, 1.5523, -0.8671], [-1.2698, -0.5931, -0.0637], [1.7539, 1.1679, 0.3353], [0.0613, -0.9964, 1.6479]],
  "forces_ev_per_angstrom": [[0.010, -0.006, 0.247], [0.032, -0.030, -0.106], [-0.058, 0.157, -0.055], [-0.015, -0.180, -0.022], [0.017, -0.114, 0.084], [-0.087, 0.114, 0.111], [-0.053, 0.070, -0.058], [-0.027, -0.030, -0.061], [0.047, -0.068, -0.292], [-0.164, 0.118, 0.060], [-0.160, 0.228, -0.059], [0.034, -0.131, 0.138], [0.034, -0.149, 0.054], [0.217, -0.088, -0.201], [0.138, -0.008, 0.265], [0.036, 0.116, -0.104]],
  "lowdin_charge": [-0.02, 0.12, -0.05, 0.09, -0.04, 0.11, 0.09, -0.49, -0.11, 0.11, 0.15, 0.10, 0.12, -0.37, 0.06, 0.12],
  "e_homo_ev": -9.5,
  "e_above_lowest_kj_mol": 254.6,
  "max_force_ha_per_bohr": 0.0060,
  "homo_lumo_gap_ev": 10.45
}

{
  "formula": "C5H9NO",
  "method": "wB97M-V/def2-TZVPD",
  "species": ["C", "H", "H", "C", "H", "H", "C", "C", "H", "N", "H", "O", "H", "C", "H", "H"],
  "xyz": [[0.2660, -1.6738, 0.6831], [1.1528, 1.4012, -0.7428], [2.1226, -0.6971, 0.0271], [1.0496, -0.7151, -0.1766], [-1.2518, 1.8116, -1.0247], [-1.7886, 1.1041, 0.5063], [-0.5247, 1.9408, 1.3131], [-1.0605, 0.9213, -0.4202], [1.4419, -0.4465, -2.1903], [0.6431, -0.5688, -1.5704], [0.7115, -2.6727, 0.6640], [-1.1023, 2.0589, 2.2923], [0.2475, -1.3252, 1.7224], [0.4539, 0.5601, -0.6440], [-1.5977, 0.0613, -0.7633], [-0.7634, -1.7601, 0.3240]],
  "forces_ev_per_angstrom": [[-0.047, -0.056, 0.012], [-0.578, -0.232, 0.125], [-0.221, 0.070, -0.028], [0.016, -0.028, 0.311], [-0.231, -0.269, -0.190], [1.907, -0.904, -1.812], [1.933, 2.574, 3.173], [-1.591, -0.720, -0.669], [-0.193, 0.153, 0.211], [-0.005, -0.003, -0.100], [-0.047, 0.097, 0.001], [-0.141, -0.296, -0.279], [0.011, -0.081, -0.131], [-0.559, 0.189, 0.543], [-0.407, -0.512, -1.227], [0.153, 0.018, 0.060]],
  "lowdin_charge": [-0.06, 0.13, 0.13, -0.35, 0.09, 0.10, -0.05, -0.16, 0.09, 0.04, 0.07, 0.07, 0.08, -0.33, 0.07, 0.07],
  "e_homo_ev": -9.7,
  "e_above_lowest_kj_mol": 410.4,
  "max_force_ha_per_bohr": 0.0879,
  "homo_lumo_gap_ev": 10.66
}